# 1
Computed, not measured: C43H50MoN4O2P2Si2 as an isolated structure, with wB97M-V/def2-TZVPD.

Positions of all 104 atoms, in Å:
Mo1 -0.3819 0.4898 0.6805
C1 -0.3234 2.3531 6.0082
C2 -0.5111 2.0121 4.5617
O1 0.3142 2.2553 3.7101
C3 -1.8101 1.3601 4.1873
C4 -1.9527 0.4691 3.2133
C5 -3.2567 -0.0819 2.7350
N1 -0.7710 -0.0199 2.5373
N2 0.1434 -0.4896 3.3787
C6 1.3330 -0.3731 2.8036
O2 1.3920 0.2210 1.6449
C7 2.5556 -0.7799 3.4666
C8 2.5142 -1.3522 4.7418
C9 3.6928 -1.7337 5.3531
C10 4.9065 -1.5522 4.6971
C11 4.9478 -0.9880 3.4271
C12 3.7745 -0.6001 2.8072
H1 -1.1360 2.9998 6.3490
H2 0.6323 2.8462 6.1595
H3 -0.3726 1.4393 6.6070
H4 -2.6942 1.6639 4.7386
H5 -4.0847 0.3895 3.2596
H6 -3.3078 -1.1591 2.8968
H7 -3.3774 0.1075 1.6648
H8 1.5607 -1.4849 5.2364
H9 3.6714 -2.1717 6.3420
H10 5.8277 -1.8503 5.1811
H11 5.8968 -0.8483 2.9270
H12 3.7919 -0.1490 1.8218
C13 -3.5054 3.2552 1.5169
Si1 -1.9426 3.6712 0.6145
C14 -0.6808 4.6078 1.5913
C15 -2.3460 4.5848 -0.9495
N3 -1.1802 2.0540 0.1382
P1 -0.1032 2.2509 -1.3177
C16 0.8476 0.6252 -1.0186
P2 0.1424 -0.9755 -1.5647
N4 -0.9266 -1.1484 -0.3014
Si2 -1.7006 -2.7311 0.1911
C17 -3.5515 -2.5921 0.1096
C18 -1.1779 -4.0940 -0.9607
C19 -1.0940 -3.1768 1.8887
C20 1.4210 -2.2258 -1.4699
C21 1.6195 -3.1168 -2.5230
C22 2.5928 -4.1001 -2.4128
C23 3.3551 -4.1981 -1.2579
C24 3.1520 -3.3124 -0.2048
C25 2.1907 -2.3244 -0.3093
C26 -0.6493 -1.1306 -3.1654
C27 0.0596 -0.8876 -4.3423
C28 -0.5189 -1.1740 -5.5665
C29 -1.8017 -1.7030 -5.6255
C30 -2.5199 -1.9236 -4.4579
C31 -1.9482 -1.6309 -3.2299
C32 -1.2510 2.0067 -2.6844
C33 -2.5691 1.5712 -2.6041
C34 -3.3662 1.5912 -3.7365
C35 -2.8518 2.0501 -4.9442
C36 -1.5399 2.4991 -5.0262
C37 -0.7406 2.4856 -3.8937
C38 2.3261 0.8741 -1.1280
C39 2.9263 1.7641 -0.2333
C40 4.2731 2.0675 -0.3356
C41 5.0440 1.4976 -1.3415
C42 4.4534 0.6342 -2.2516
C43 3.1053 0.3294 -2.1469
H13 -4.0603 4.1890 1.6597
H14 -3.3394 2.8186 2.4987
H15 -4.1438 2.5877 0.9314
H16 -1.1803 5.3515 2.2196
H17 -0.0080 5.1481 0.9206
H18 -0.0880 3.9651 2.2391
H19 -2.7010 5.5807 -0.6622
H20 -3.1348 4.1079 -1.5341
H21 -1.4806 4.7404 -1.5977
H22 -3.9294 -2.5500 -0.9154
H23 -3.9917 -1.7629 0.6598
H24 -3.9421 -3.5185 0.5467
H25 -1.3249 -3.8750 -2.0189
H26 -1.8130 -4.9542 -0.7215
H27 -0.1428 -4.4040 -0.8055
H28 -1.4923 -2.5763 2.7029
H29 -0.0017 -3.1303 1.9302
H30 -1.3787 -4.2159 2.0847
H31 1.0137 -3.0603 -3.4163
H32 2.7485 -4.7939 -3.2285
H33 4.1126 -4.9675 -1.1769
H34 3.7503 -3.3874 0.6948
H35 2.0602 -1.6183 0.4975
H36 1.0621 -0.4783 -4.3140
H37 0.0347 -0.9875 -6.4782
H38 -2.2441 -1.9350 -6.5860
H39 -3.5246 -2.3238 -4.5025
H40 -2.5185 -1.7840 -2.3250
H41 -2.9712 1.2312 -1.6558
H42 -4.3961 1.2594 -3.6797
H43 -3.4860 2.0726 -5.8217
H44 -1.1486 2.8741 -5.9631
H45 0.2734 2.8719 -3.9431
H46 2.3393 2.2332 0.5473
H47 4.7200 2.7587 0.3679
H48 6.0960 1.7382 -1.4219
H49 5.0401 0.1990 -3.0504
H50 2.6721 -0.3516 -2.8656

Force components x, y, z for each atom (eV/Å):
Mo 0.2746 -0.3072 0.8965
C -0.0611 -0.0204 -0.0287
C -0.0593 -0.0492 0.2019
O 0.0904 0.1213 -0.1425
C 0.0520 0.1829 0.1754
C -0.1837 -0.1050 -0.1851
C 0.0569 0.0022 0.0366
N -0.0166 -0.0102 -0.3018
N 0.0845 -0.0610 -0.1054
C -0.1480 0.2774 0.1482
O -0.2936 0.1130 -0.1372
C -0.0299 -0.1431 -0.1314
C -0.0447 -0.0155 -0.0061
C 0.0035 -0.0095 0.0217
C -0.0134 -0.0017 0.0072
C 0.0234 -0.0057 -0.0023
C 0.0604 0.0373 -0.0319
H 0.0209 -0.0164 -0.0025
H 0.0041 0.0023 -0.0161
H -0.0106 0.0215 -0.0194
H 0.0217 -0.0235 -0.0178
H 0.0075 0.0061 -0.0034
H -0.0014 -0.0156 -0.0231
H -0.0074 0.0055 -0.0022
H 0.0327 -0.0009 -0.0001
H 0.0051 0.0063 -0.0200
H -0.0174 0.0005 -0.0018
H -0.0091 0.0001 0.0045
H 0.0063 -0.0171 0.0338
C -0.0968 0.0200 -0.0276
Si -0.1096 0.1186 0.0441
C 0.0379 0.0078 -0.0001
C -0.0520 -0.0200 -0.1172
N 0.2965 0.3394 0.0758
P -0.1893 -0.3303 0.0307
C 0.2518 -0.0390 -0.4527
P 0.0131 -0.1377 -0.0210
N -0.0977 0.0401 -0.2097
Si 0.0199 -0.0553 0.0506
C -0.1208 -0.0063 -0.0442
C 0.0643 -0.0627 -0.0438
C 0.0410 -0.0136 0.0343
C -0.0330 0.0231 -0.0762
C 0.0715 -0.0242 0.0559
C -0.0130 -0.0012 -0.0085
C 0.0138 -0.0281 -0.0132
C 0.0225 -0.0046 0.0342
C 0.0049 -0.0317 -0.0668
C -0.0060 0.0648 0.0541
C 0.0348 0.0562 0.0084
C 0.0391 0.0415 -0.0698
C -0.0500 -0.0135 0.0433
C 0.0248 -0.0030 -0.0469
C 0.0327 0.0636 -0.0110
C 0.0320 0.0282 -0.0602
C 0.0214 -0.0286 0.0372
C -0.0428 -0.0114 0.0186
C 0.0091 0.0024 -0.0210
C -0.0407 -0.0389 -0.0066
C -0.0679 -0.0201 0.0114
C -0.0343 0.0831 0.0924
C 0.0190 0.0051 -0.0402
C 0.0020 0.0062 0.0110
C -0.0043 0.0002 -0.0050
C 0.0738 0.0247 0.0121
C -0.1002 -0.0430 0.0687
H 0.0231 -0.0709 0.0027
H 0.0124 -0.0198 0.0418
H 0.0322 0.0354 0.0287
H 0.0101 -0.0164 -0.0441
H -0.0005 -0.0358 0.0268
H 0.0173 -0.0104 0.0511
H 0.0141 -0.0557 0.0368
H 0.0372 0.0344 0.0139
H -0.0234 0.0161 0.0076
H 0.0380 -0.0149 0.0619
H 0.0325 0.0003 0.0058
H -0.0235 0.0697 -0.0185
H 0.0347 -0.0518 0.0220
H 0.0068 0.0453 0.0039
H -0.0585 0.0149 -0.0028
H 0.0082 0.0239 0.0223
H -0.0222 -0.0043 0.0231
H 0.0095 0.0495 -0.0412
H 0.0197 -0.0259 -0.0065
H -0.0019 0.0142 0.0184
H -0.0265 0.0220 0.0006
H -0.0155 0.0055 -0.0236
H 0.0006 0.0309 0.0341
H 0.0122 -0.0004 0.0158
H -0.0194 -0.0055 0.0343
H 0.0038 -0.0016 0.0278
H 0.0164 0.0174 -0.0028
H -0.0062 0.0181 -0.0089
H -0.0129 -0.0206 -0.0118
H 0.0427 0.0096 -0.0053
H 0.0265 0.0048 0.0179
H -0.0123 -0.0066 0.0252
H -0.0039 -0.0137 -0.0120
H -0.0141 -0.0013 0.0129
H -0.0102 -0.0186 -0.0203
H -0.0228 -0.0063 -0.0048
H -0.0146 0.0073 0.0202
H -0.0249 -0.0249 -0.0405

## Properties
Total charge: +2
Gap between HOMO and LUMO (spin up / spin down) (eV): 6.14 / 6.14
LUMO (spin up / spin down) (Ha): -0.270 / -0.270



# 2
Computed, not measured: a 2-piece molecular cluster, C43H50N3O4 overall in a non-equilibrium geometry, with wB97M-V/def2-TZVPD.

Positions of all 100 atoms, in Å:
C1 5.2907 -5.9261 -1.8526
O1 5.8155 -4.6504 -1.4464
C2 5.0033 -3.5700 -1.4717
C3 3.6410 -3.5726 -1.7595
C4 2.8482 -2.5249 -1.3058
C5 1.3611 -2.7006 -1.2804
C6 1.0031 -3.0742 0.1668
C7 1.2907 -4.5438 0.4674
O2 2.4000 -5.0637 0.5776
N1 0.0951 -5.1669 0.6545
C8 0.0767 -6.6038 0.8314
C9 -1.0690 -4.3054 0.4178
C10 -1.7096 -4.6234 -0.9453
C11 -2.1316 -4.5248 1.4947
N2 -0.4054 -2.9719 0.4607
C12 -0.9082 -1.6998 0.5204
C13 -2.2284 -1.3429 0.2776
C14 -2.8931 -0.1001 0.2662
C15 -4.3243 -0.1571 0.0479
C16 -5.2007 0.8660 -0.4338
C17 -6.5584 0.6120 -0.6878
C18 -7.1042 -0.6666 -0.5500
C19 -6.2674 -1.7059 -0.1343
C20 -4.9709 -1.4165 0.2772
C21 3.4069 -1.3696 -0.7546
C22 4.7781 -1.3334 -0.4886
O3 5.4414 -0.4775 0.3280
C23 4.6712 0.4695 1.0741
C24 5.5900 -2.3681 -1.0006
O4 6.9386 -2.3191 -0.8072
C25 7.3923 -2.8973 0.4497
H1 6.1454 -6.6014 -1.8833
H2 4.5458 -6.2635 -1.1208
H3 4.8620 -5.8495 -2.8610
H4 3.1596 -4.4230 -2.2550
H5 0.8375 -1.7748 -1.5604
H6 1.0156 -3.5203 -1.9423
H7 1.5488 -2.4228 0.8678
H8 1.0689 -6.9416 1.1305
H9 -0.6268 -6.8766 1.6187
H10 -0.1981 -7.1248 -0.0908
H11 -0.9752 -4.6091 -1.7593
H12 -2.1828 -5.6235 -0.9108
H13 -2.4755 -3.8781 -1.1797
H14 -1.6584 -4.4012 2.4771
H15 -2.8884 -3.7431 1.4006
H16 -2.6021 -5.5244 1.3987
H17 -0.1259 -0.9470 0.7246
H18 -2.7805 -2.2351 -0.0588
H19 -2.3353 0.8340 0.3234
H20 -4.8158 1.8749 -0.5239
H21 -7.2119 1.4193 -1.0031
H22 -8.1580 -0.8747 -0.7342
H23 -6.6204 -2.7340 -0.0843
H24 -4.4507 -2.1880 0.8523
H25 2.7626 -0.5181 -0.4918
H26 5.4021 1.0173 1.6636
H27 4.1359 1.1572 0.4047
H28 3.9593 -0.0577 1.7221
H29 8.4751 -2.8298 0.4054
H30 6.9888 -2.3253 1.2917
H31 7.0548 -3.9359 0.5107
C26 -5.2591 5.7479 0.8677
C27 -4.0489 6.2856 0.4081
C28 -2.9454 5.4776 0.1660
C29 -2.9329 4.1155 0.6239
C30 -1.7579 3.2869 0.6028
C31 -0.5098 3.8598 0.2142
N3 0.5097 3.9798 1.1063
C32 0.2884 3.7541 2.5407
C33 1.5950 4.1978 3.2301
C34 2.6800 4.0500 2.1541
C35 1.9469 3.9864 0.7846
C36 -0.3859 4.3670 -1.1742
C37 -0.9829 3.7211 -2.2845
C38 -0.8017 4.2095 -3.5817
C39 -0.1153 5.4163 -3.7622
C40 0.4345 6.0790 -2.6765
C41 0.3067 5.5746 -1.3786
C42 -4.1648 3.5976 1.1181
C43 -5.3347 4.3686 1.1392
H32 -6.1466 6.3762 0.9138
H33 -4.0040 7.3645 0.2332
H34 -2.1002 5.9208 -0.3678
H35 -1.8064 2.2855 1.0222
H36 -0.6304 4.2426 2.9320
H37 0.1642 2.6700 2.6930
H38 1.5087 5.2484 3.5498
H39 1.8171 3.5762 4.1094
H40 3.3658 4.9052 2.1337
H41 3.2713 3.1331 2.3324
H42 2.2559 3.0808 0.2227
H43 2.2256 4.8295 0.1280
H44 -1.5887 2.8261 -2.1268
H45 -1.2196 3.6598 -4.4186
H46 -0.0330 5.8559 -4.7560
H47 0.9755 7.0088 -2.8348
H48 0.7375 6.1170 -0.5432
H49 -4.1675 2.5631 1.4875
H50 -6.2761 3.9109 1.4656

Force components x, y, z for each atom (eV/Å):
C -0.0493 0.6000 -0.0579
O -0.0123 -0.0964 -0.7653
C 0.3004 0.8714 0.4328
C -0.4224 -0.4558 0.1156
C 0.5371 0.2478 -1.0683
C -0.1907 -0.1325 -0.2350
C 0.7422 -0.2685 0.7194
C 1.5015 -0.3518 0.6019
O -1.5815 0.7095 -0.3220
N 0.6155 0.4393 -0.1634
C -0.5662 -0.2914 0.0777
C -0.4889 -1.0589 -0.4731
C 0.0743 0.0698 -0.2734
C 0.3673 0.4855 0.4118
N -1.6545 2.5033 0.0023
C 1.3893 -1.3458 -0.0643
C -1.0661 -0.2829 -0.3342
C 0.4149 -1.6736 -0.2210
C -1.7319 -0.6079 -0.1118
C 0.3244 -0.3021 0.3617
C 0.3701 -0.0012 0.1706
C 0.6090 -0.1184 -0.1418
C 0.2856 0.3313 0.3953
C 0.0867 -0.1550 -0.1230
C -0.2314 0.3218 0.6241
C 0.3618 -0.9106 -0.4910
O -0.4429 0.7003 -0.2449
C 0.1321 -0.3864 -0.5061
C -0.2090 -0.7651 0.7560
O 0.0986 -0.1843 0.5443
C -0.4689 0.2136 -0.6079
H -0.1317 0.0894 0.0876
H 0.0728 0.0025 -0.2358
H 0.0099 -0.1376 0.2463
H 0.2479 0.1805 0.5196
H 0.0330 -0.1795 0.0885
H 0.2695 0.5245 0.1412
H 0.0172 -0.2968 -0.2722
H -0.0536 0.2697 -0.0690
H -0.0005 -0.0272 -0.0433
H -0.0095 0.0601 0.0471
H -0.1115 -0.0274 0.2109
H 0.2696 0.5474 -0.0065
H -0.0218 -0.2363 -0.0284
H -0.2366 -0.2156 -0.1037
H -0.1278 -0.3031 0.0565
H 0.3563 0.6902 0.0525
H -0.3916 -0.3613 -0.2390
H -0.0050 0.9119 0.3242
H -0.2829 -0.1864 0.0533
H -0.0436 -0.0479 -0.3072
H 0.2394 0.0244 0.0505
H 0.2875 0.2115 -0.1270
H -0.0889 0.2961 0.2927
H -0.1711 0.2162 -0.4607
H 0.2460 -0.4919 0.1297
H -0.1353 0.0282 0.0398
H 0.0906 -0.0769 0.1642
H 0.0566 0.1452 -0.0345
H -0.0140 -0.0748 0.1640
H 0.1488 -0.0236 -0.1148
H 0.1961 0.1164 0.0365
C 0.0095 -0.6717 -0.3251
C -0.4509 -0.1771 -0.0194
C -0.1459 -0.3623 0.5424
C -1.4100 0.4458 -1.0889
C 1.3048 0.5039 -0.3692
C -1.1987 -0.9530 0.1697
N -0.1776 -0.2491 -0.5932
C 0.1326 -0.7764 0.4280
C -0.3540 0.3673 -0.1040
C 0.1968 -0.0787 -0.4130
C 0.6341 -0.1083 -0.2193
C 0.3911 1.0490 -0.0087
C 0.3821 0.0438 0.3075
C -0.0176 0.3730 0.7561
C -0.2263 -0.3775 -0.2841
C 0.1296 0.2147 0.5491
C -0.0286 -0.4065 -1.0324
C 0.2636 0.3599 -0.2054
C 0.5122 0.3952 0.4335
H 0.2119 -0.1478 0.1858
H 0.0747 -0.4181 -0.2305
H -0.1737 -0.2168 0.5636
H 0.3430 0.7629 1.1601
H 0.5768 -0.1689 -0.6011
H -0.0766 0.1915 0.1774
H 0.0367 -0.3939 -0.0494
H -0.1726 0.3216 -0.2444
H -0.0551 -0.3219 0.2347
H -0.2325 0.4441 -0.2026
H -0.4045 0.2605 0.2673
H -0.2579 -0.3545 0.4734
H 0.3266 0.1965 0.0880
H 0.0044 0.1926 0.0522
H 0.0898 -0.2003 0.2103
H -0.1488 -0.1020 0.0173
H -0.1556 -0.0628 -0.0728
H -0.1120 0.4520 -0.1105
H 0.3682 0.2402 -0.1141

## Properties
Total charge: +1
Gap between HOMO and LUMO (eV): 3.55
LUMO (Ha): -0.182



Here are the calculated electronic energy numbers, same order: -3367.6009 -2133.3809 (Eh).